Entry 1:
The following is a quantum chemistry calculation of the molecule C2H2IN3O at a distorted geometry, from the OMol25 dataset.

```
9
C2H2IN3O | the OMol25 dataset | ωB97M-V/def2-TZVPD
C 0.6895 1.1120 0.3403
C 0.9038 -0.3875 0.1528
N -0.3016 1.6566 -0.1273
N -0.2019 -0.8586 -0.4981
N -1.1979 -0.0770 -0.9025
O 1.8664 -1.0310 0.4616
I -2.9258 -0.1531 0.2250
H 1.4787 1.6058 0.8893
H -0.3112 -1.8672 -0.5410
```

Summary:
Kohn-Sham gap (alpha / beta) = 7.33 / 6.93 eV
Spin multiplicity = 3
Max |F| = 0.05598 hartree/bohr
Energy above the lowest of the compared OMol25 structures with the same formula, charge and spin = 0.6961 eV
Lowest unoccupied orbital energy (alpha / beta) = -0.74 / -2.77 eV
Expectation value of S² = 2.023

These are the natural (NBO) partial charges, in e, on atoms 1 to 2:
1 C -0.1482
2 C 0.6116

Entry 2:
The following is a quantum chemistry calculation of a cluster of 3 separate species, C2H2INO in total at a distorted geometry, from the OMol25 dataset.

```
7
C2H2INO | the OMol25 dataset | ωB97M-V/def2-TZVPD
C -0.0452 -1.4514 -0.1324
C -2.4272 1.1665 -0.3358
N -0.1102 -0.3345 -0.1087
O -2.7462 1.6012 0.6787
I 3.6032 0.7258 0.0967
H -0.1888 -2.4409 -0.2600
H 1.9144 0.7335 0.0614
```

Summary:
Kohn-Sham gap = 10.47 eV
Max |F| = 0.06736 hartree/bohr
Energy above the lowest of the compared OMol25 structures with the same formula, charge and spin = 0.5380 eV
Lowest unoccupied orbital energy = 0.65 eV

These are the natural (NBO) partial charges, in e, on atoms 1 to 2:
1 C 0.1213
2 C 0.5195

Entry 3:
The following is a quantum chemistry calculation of a cluster of 2 separate species, C2H2INO2 in total at a distorted geometry, from the OMol25 dataset.

```
8
C2H2INO2 | the OMol25 dataset | ωB97M-V/def2-TZVPD
C 1.2999 0.4109 -0.4815
C 0.1288 -0.0274 -0.1357
N -1.2201 0.0172 -0.0769
O -1.8942 -0.7697 -0.7202
O -1.6334 1.0387 0.4539
I -0.2595 -2.0470 2.0896
H 2.2635 0.1244 -0.0561
H 1.3149 1.2530 -1.0732
```

Summary:
Kohn-Sham gap (alpha / beta) = 6.30 / 6.31 eV
Max |F| = 0.09749 hartree/bohr
Energy above the lowest of the compared OMol25 structures with the same formula, charge and spin = 7.2166 eV
Lowest unoccupied orbital energy (alpha / beta) = -3.40 / -3.40 eV

These are the natural (NBO) partial charges, in e, on atoms 1 to 2:
1 C -0.4582
2 C 0.3365

Entry 4:
The following is a quantum chemistry calculation of the molecule C2H2INO2 at a distorted geometry, from the OMol25 dataset.

```
8
C2H2INO2 | the OMol25 dataset | ωB97M-V/def2-TZVPD
N 1.1264 1.1533 -0.8836
C 1.3464 0.6197 0.3162
O 1.2220 -0.4773 0.7120
C 1.7619 1.6664 1.3319
O 2.6704 1.6023 2.0799
I 0.3905 3.3475 1.5936
H 1.5668 2.0306 -0.8862
H 0.8421 0.6210 -1.7064
```

Summary:
Kohn-Sham gap = 9.85 eV
Max |F| = 0.05646 hartree/bohr
Energy above the lowest of the compared OMol25 structures with the same formula, charge and spin = 0.3150 eV
Lowest unoccupied orbital energy = -0.09 eV
SMILES = NC(=O)C(=O)I

These are the natural (NBO) partial charges, in e, on atoms 1 to 2:
1 N -0.7952
2 C 0.5559

Entry 5:
The following is a quantum chemistry calculation of a cluster of 2 separate species, C2H2INO2 in total at a distorted geometry, from the OMol25 dataset.

```
8
C2H2INO2 | the OMol25 dataset | ωB97M-V/def2-TZVPD
C -1.1222 0.9232 0.3403
C -0.2950 0.0126 -0.0544
N 0.4197 -1.1629 -0.3456
O 0.7323 -1.5492 -1.4421
O 0.6337 -1.8272 0.6459
I 2.6434 0.9759 -0.5172
H -0.8011 1.9602 0.6895
H -2.2107 0.6674 0.6835
```

Summary:
Kohn-Sham gap (alpha / beta) = 5.91 / 5.83 eV
Max |F| = 0.07180 hartree/bohr
Energy above the lowest of the compared OMol25 structures with the same formula, charge and spin = 7.7903 eV
Lowest unoccupied orbital energy (alpha / beta) = -3.58 / -3.59 eV

These are the natural (NBO) partial charges, in e, on atoms 1 to 2:
1 C -0.4842
2 C 0.3139

Entry 6:
The following is a quantum chemistry calculation of the molecule C2H2INS2 at a distorted geometry, from the OMol25 dataset.

```
8
C2H2INS2 | the OMol25 dataset | ωB97M-V/def2-TZVPD
C 1.8162 -0.9769 0.0215
C -0.2072 -0.4205 0.5422
N 1.7329 -2.2282 -0.0639
S -1.0238 -1.7987 0.1111
S 0.5737 -3.3174 -0.0489
I 3.4745 0.2169 -0.0361
H 0.0550 -0.2056 1.5086
H -0.4487 0.5369 -0.1016
```

Summary:
Kohn-Sham gap = 7.67 eV
Max |F| = 0.09523 hartree/bohr
Energy above the lowest of the compared OMol25 structures with the same formula, charge and spin = 2.2272 eV
Lowest unoccupied orbital energy = -0.55 eV

These are the natural (NBO) partial charges, in e, on atoms 1 to 2:
1 C 0.0611
2 C -0.6188

Entry 7:
The following is a quantum chemistry calculation of a structure of composition C2H2LiO2Tl at a distorted geometry, from the OMol25 dataset.

```
8
C2H2LiO2Tl | the OMol25 dataset | ωB97M-V/def2-TZVPD
O -0.6171 1.7013 0.1260
C 0.5575 1.4561 -0.0754
C 1.2270 0.2704 -0.1976
O -1.1789 -1.1129 0.1985
Li -1.4170 -2.8342 0.1427
Tl -2.1167 0.4266 0.3821
H 1.9178 0.0329 0.6195
H 1.6276 0.0599 -1.1958
```

Summary:
Kohn-Sham gap (alpha / beta) = 5.69 / 6.09 eV
Max |F| = 0.11661 hartree/bohr
Energy above the lowest of the compared OMol25 structures with the same formula, charge and spin = 3.7525 eV
Lowest unoccupied orbital energy (alpha / beta) = -13.07 / -12.82 eV
Total charge = +2

These are the Löwdin partial charges, in e, on atoms 1 to 2:
1 O -0.1004
2 C -0.0392

Entry 8:
The following is a quantum chemistry calculation of a cluster of 2 separate species, C2H2N2 in total at a distorted geometry, from the OMol25 dataset.

```
6
C2H2N2 | the OMol25 dataset | ωB97M-V/def2-TZVPD
C -2.0054 0.1632 0.0867
N -2.6041 -0.3793 -0.6943
H -1.2402 0.4742 0.8011
C 1.9538 -0.1436 -0.0045
N 1.1431 0.6340 0.1804
H 2.7528 -0.7484 -0.3694
```

Summary:
Kohn-Sham gap = 13.36 eV
Max |F| = 0.07503 hartree/bohr
Energy above the lowest of the compared OMol25 structures with the same formula, charge and spin = 0.3350 eV
Lowest unoccupied orbital energy = 0.88 eV
SMILES = C#N.C#N

These are the natural (NBO) partial charges, in e, on atoms 1 to 2:
1 C 0.0711
2 N -0.3250

Entry 9:
The following is a quantum chemistry calculation of the molecule C2H2N2O at a distorted geometry, from the OMol25 dataset.

```
7
C2H2N2O | the OMol25 dataset | ωB97M-V/def2-TZVPD
C 0.1966 0.1193 0.0061
N 1.3615 0.6466 0.0079
O 1.7286 1.8145 0.0369
C 2.4566 -0.3289 -0.0102
N 3.3073 -1.0930 -0.0361
H -0.5328 0.8754 0.0399
H 0.2182 -0.8939 -0.0597
```

Summary:
Kohn-Sham gap = 10.01 eV
Max |F| = 0.06494 hartree/bohr
Energy above the lowest of the compared OMol25 structures with the same formula, charge and spin = 3.9647 eV
Lowest unoccupied orbital energy = -0.18 eV
SMILES = C=[N+]([O-])C#N

These are the natural (NBO) partial charges, in e, on atoms 1 to 2:
1 C -0.1761
2 N 0.1056

Entry 10:
The following is a quantum chemistry calculation of a structure of composition C2H2N2O at a distorted geometry, from the OMol25 dataset.

```
7
C2H2N2O | the OMol25 dataset | ωB97M-V/def2-TZVPD
C 1.7493 0.4827 0.1720
C 0.2880 -0.0227 -0.0852
N 2.3893 -0.8101 0.0707
N 1.5312 -1.5224 -0.3014
O 2.1615 1.5801 0.0552
H -0.4938 -0.2123 0.6886
H 0.0111 0.3554 -1.0652
```

Summary:
Kohn-Sham gap = 8.99 eV
Max |F| = 0.08793 hartree/bohr
Energy above the lowest of the compared OMol25 structures with the same formula, charge and spin = 3.7089 eV
Lowest unoccupied orbital energy = -0.31 eV

These are the natural (NBO) partial charges, in e, on atoms 1 to 2:
1 C 0.6254
2 C -0.4305

Entry 11:
The following is a quantum chemistry calculation of the molecule C2H2N2O at a distorted geometry, from the OMol25 dataset.

```
7
C2H2N2O | the OMol25 dataset | ωB97M-V/def2-TZVPD
O 2.0255 -0.5460 0.0693
N 1.5620 0.6517 -0.0402
C -0.1038 0.3882 0.3467
C -1.4549 0.4689 -0.0112
N -0.9506 -0.6859 -0.0812
H 1.3613 -1.1599 -0.2774
H -2.4395 0.8830 -0.0061
```

Summary:
Kohn-Sham gap (alpha / beta) = 8.27 / 9.07 eV
Max |F| = 0.12156 hartree/bohr
Energy above the lowest of the compared OMol25 structures with the same formula, charge and spin = 7.5125 eV
Lowest unoccupied orbital energy (alpha / beta) = 0.21 / 0.23 eV
SMILES = O/N=c1/cn1

These are the natural (NBO) partial charges, in e, on atoms 1 to 2:
1 O -0.4839
2 N -0.0386

Entry 12:
The following is a quantum chemistry calculation of the molecule C2H2N2O2 at a distorted geometry, from the OMol25 dataset.

```
8
C2H2N2O2 | the OMol25 dataset | ωB97M-V/def2-TZVPD
N 2.8551 -0.2817 -0.0893
C 1.7420 0.0454 -0.0706
C 0.3300 0.5123 -0.0425
O 0.0647 1.6923 -0.0771
N -0.5569 -0.5135 0.0749
O -1.8677 -0.2343 -0.2294
H -0.3276 -1.4731 -0.1302
H -2.2397 0.2525 0.5642
```

Summary:
Kohn-Sham gap = 11.18 eV
Max |F| = 0.03425 hartree/bohr
Energy above the lowest of the compared OMol25 structures with the same formula, charge and spin = 2.4856 eV
Lowest unoccupied orbital energy = 0.21 eV
SMILES = N#CC(=O)NO

These are the natural (NBO) partial charges, in e, on atoms 1 to 2:
1 N -0.2446
2 C 0.1619

Entry 13:
The following is a quantum chemistry calculation of the molecule C2H2N2O2 at a distorted geometry, from the OMol25 dataset.

```
8
C2H2N2O2 | the OMol25 dataset | ωB97M-V/def2-TZVPD
N 2.4627 -0.7550 -0.1200
C 1.4980 -0.1020 0.0269
C 0.2863 0.8115 -0.0303
O 0.4066 2.0200 -0.0697
N -0.8497 0.1808 -0.0316
O -0.8986 -1.1612 -0.1762
H -1.7574 0.5584 -0.3249
H -1.1478 -1.5527 0.7258
```

Summary:
Kohn-Sham gap = 11.28 eV
Max |F| = 0.07074 hartree/bohr
Energy above the lowest of the compared OMol25 structures with the same formula, charge and spin = 2.7728 eV
Lowest unoccupied orbital energy = 0.26 eV
SMILES = N#CC(=O)NO

These are the natural (NBO) partial charges, in e, on atoms 1 to 2:
1 N -0.2531
2 C 0.1661

Entry 14:
The following is a quantum chemistry calculation of the molecule C2H2N2O2 at a distorted geometry, from the OMol25 dataset.

```
8
C2H2N2O2 | the OMol25 dataset | ωB97M-V/def2-TZVPD
O -1.1643 -1.9026 0.0856
C -0.5943 -0.8538 0.0106
N -1.1855 0.4842 -0.1428
C -0.1318 1.2122 -0.2431
O 1.0776 0.6545 -0.0539
N 0.7542 -0.7038 -0.0504
H -0.0892 2.3184 -0.2682
H 1.3334 -1.2090 0.6621
```

Summary:
Kohn-Sham gap = 11.01 eV
Max |F| = 0.05924 hartree/bohr
Energy above the lowest of the compared OMol25 structures with the same formula, charge and spin = 1.9090 eV
Lowest unoccupied orbital energy = 0.61 eV
SMILES = O=c1nco[nH]1

These are the natural (NBO) partial charges, in e, on atoms 1 to 2:
1 O -0.5589
2 C 0.6964

Entry 15:
The following is a quantum chemistry calculation of the molecule C2H2N2O2 at a distorted geometry, from the OMol25 dataset.

```
8
C2H2N2O2 | the OMol25 dataset | ωB97M-V/def2-TZVPD
O 1.9091 -0.1387 -0.0023
C 0.6083 0.0307 -0.0293
C -0.1627 1.1450 -0.1588
O -1.4051 0.5644 0.1037
N -1.3093 -0.8963 -0.0177
N 0.0414 -1.0412 -0.0061
H 2.3135 0.8145 0.4320
H -0.1443 2.2882 0.0516
```

Summary:
Kohn-Sham gap = 9.47 eV
Max |F| = 0.23424 hartree/bohr
Energy above the lowest of the compared OMol25 structures with the same formula, charge and spin = 4.8882 eV
Lowest unoccupied orbital energy = -0.28 eV
SMILES = Oc1conn1

These are the natural (NBO) partial charges, in e, on atoms 1 to 2:
1 O -0.6188
2 C 0.3230

Entry 16:
The following is a quantum chemistry calculation of a cluster of 2 separate species, C2H2N2O2 in total at a distorted geometry, from the OMol25 dataset.

```
8
C2H2N2O2 | the OMol25 dataset | ωB97M-V/def2-TZVPD
C -2.2798 -0.8888 -0.4143
C 2.4024 -0.0659 -0.0070
N -2.0186 0.1658 -0.0253
N 2.1869 1.0076 0.4633
O 2.8917 -1.0750 -0.1777
O -1.4220 1.1652 0.0989
H -2.9674 -1.7110 -0.3171
H 1.2067 1.4020 0.3793
```

Summary:
Kohn-Sham gap (alpha / beta) = 7.22 / 7.34 eV
Spin multiplicity = 3
Max |F| = 0.19691 hartree/bohr
Energy above the lowest of the compared OMol25 structures with the same formula, charge and spin = 1.1152 eV
Lowest unoccupied orbital energy (alpha / beta) = 0.73 / -3.41 eV
Expectation value of S² = 2.014

These are the natural (NBO) partial charges, in e, on atoms 1 to 2:
1 C 0.0216
2 C 0.8347

Entry 17:
The following is a quantum chemistry calculation of a cluster of 2 separate species, C2H2N2O2S in total at a distorted geometry, from the OMol25 dataset.

```
9
C2H2N2O2S | the OMol25 dataset | ωB97M-V/def2-TZVPD
C 0.8738 0.6218 -2.6235
C -0.1110 -1.4995 1.9961
N 0.4271 0.5380 -1.5102
N -0.6100 0.8936 1.3884
O 0.1613 -2.5356 2.4972
O -0.4642 -0.4139 1.7176
S 1.3611 0.4305 -4.0706
H -0.0134 0.8315 -0.7184
H -1.6247 1.1334 1.3235
```

Summary:
Kohn-Sham gap (alpha / beta) = 8.94 / 8.94 eV
Max |F| = 0.10162 hartree/bohr
Energy above the lowest of the compared OMol25 structures with the same formula, charge and spin = 5.5015 eV
Lowest unoccupied orbital energy (alpha / beta) = -0.24 / -0.24 eV

These are the natural (NBO) partial charges, in e, on atoms 1 to 2:
1 C 0.2181
2 C 1.0249

Entry 18:
The following is a quantum chemistry calculation of a cluster of 2 separate species, C2H2N2O2S in total at a distorted geometry, from the OMol25 dataset.

```
9
C2H2N2O2S | the OMol25 dataset | ωB97M-V/def2-TZVPD
C -0.9107 -0.1875 1.4978
C 0.1422 -0.8386 0.8755
N -1.8638 0.2966 1.9329
N 1.2607 0.7854 -0.2984
O 0.6167 1.6427 -2.5513
O -0.6548 -0.2576 -1.5866
S 0.2750 0.8423 -1.4063
H 1.1935 -0.6121 1.2643
H -0.0587 -1.6713 0.2722
```

Summary:
Kohn-Sham gap (alpha / beta) = 8.55 / 7.59 eV
Max |F| = 0.10087 hartree/bohr
Energy above the lowest of the compared OMol25 structures with the same formula, charge and spin = 5.3789 eV
Lowest unoccupied orbital energy (alpha / beta) = -2.47 / -2.81 eV

These are the natural (NBO) partial charges, in e, on atoms 1 to 2:
1 C 0.1655
2 C -0.2089

Entry 19:
The following is a quantum chemistry calculation of the molecule C2H2N2O2S at a distorted geometry, from the OMol25 dataset.

```
9
C2H2N2O2S | the OMol25 dataset | ωB97M-V/def2-TZVPD
H 0.9311 1.7563 2.0510
N 0.5362 1.2173 1.2591
C -0.2477 0.2952 1.1446
S -0.1777 -0.9161 -0.3677
O -1.4997 -1.3572 -0.6305
O 0.8709 -1.7915 -0.0341
C 0.2589 0.2306 -2.0162
N 0.3849 0.8329 -2.9805
H -1.0570 -0.2676 1.5743
```

Summary:
Kohn-Sham gap = 10.25 eV
Max |F| = 0.07208 hartree/bohr
Energy above the lowest of the compared OMol25 structures with the same formula, charge and spin = 3.7512 eV
Lowest unoccupied orbital energy = -0.46 eV
SMILES = [H]/N=C/S(=O)(=O)C#N

These are the natural (NBO) partial charges, in e, on atoms 1 to 2:
1 H 0.4232
2 N -0.5660

Entry 20:
The following is a quantum chemistry calculation of a cluster of 2 separate species, C2H2N2O2S in total at a distorted geometry, from the OMol25 dataset.

```
9
C2H2N2O2S | the OMol25 dataset | ωB97M-V/def2-TZVPD
C -1.1619 -1.0802 -0.0046
C -0.1510 -0.1680 0.0080
N -0.8124 1.0208 -0.1557
N 1.9261 0.0418 -0.0845
O 2.4920 -1.0042 -0.1763
O 2.2748 1.1886 0.0992
S -2.3309 0.2705 -0.1861
H -1.5945 -2.0977 0.0820
H -0.6421 1.8284 0.4180
```

Summary:
Kohn-Sham gap = 8.44 eV
Max |F| = 0.06660 hartree/bohr
Energy above the lowest of the compared OMol25 structures with the same formula, charge and spin = 6.7252 eV
Lowest unoccupied orbital energy = -0.79 eV

These are the natural (NBO) partial charges, in e, on atoms 1 to 2:
1 C -0.5084
2 C 0.1906